(1)
ORCA calculation (ωB97M-V/def2-TZVPD) on a single C24H26ClN3O5 molecule at a distorted geometry.

Geometry (Å):
O  7.55467  1.79152  -2.03478
C  6.96977  2.02658  -1.01130
O  7.61775  2.30081  0.13023
C  5.47696  2.05645  -0.82189
C  4.84049  0.65693  -0.97184
C  4.92365  0.17398  -2.42061
C  4.25903  -1.19602  -2.54109
C  4.96541  -2.19840  -1.63090
C  4.87823  -1.71469  -0.18474
C  5.55092  -0.34908  -0.06254
C  3.41296  -1.61247  0.23288
C  2.69711  -0.61877  -0.68697
N  1.27987  -0.50604  -0.28911
N  0.88188  0.69039  0.07507
C  -0.33279  0.91336  0.44554
C  -1.33435  -0.10454  0.49247
N  -2.60904  0.12719  0.86244
C  -3.12245  1.38400  1.35556
C  -4.60879  1.28027  1.56856
C  -5.17244  1.55665  2.80262
C  -6.54555  1.46199  3.02351
C  -7.32352  1.07236  1.96223
C  -6.76205  0.78764  0.71415
C  -5.41265  0.88572  0.49181
O  -7.75231  0.42891  -0.15704
C  -8.95677  0.48981  0.57707
O  -8.67789  0.89734  1.90010
C  -0.89749  -1.35492  0.10844
Cl  -1.99106  -2.69964  0.11647
C  0.44715  -1.63340  -0.31079
O  0.85323  -2.73108  -0.65499
C  2.78859  -1.09367  -2.14012
C  3.36694  0.75068  -0.56077
H  8.57815  2.27236  -0.00673
H  5.26931  2.45290  0.17213
H  5.05039  2.72180  -1.57438
H  5.96671  0.11634  -2.73339
H  4.41952  0.88767  -3.07612
H  4.32136  -1.53802  -3.57929
H  6.01150  -2.29642  -1.92804
H  4.49293  -3.17778  -1.72208
H  5.38579  -2.42909  0.47219
H  5.51646  -0.00314  0.97320
H  6.60022  -0.43374  -0.35366
H  3.33539  -1.27029  1.26793
H  2.93565  -2.58863  0.15519
H  -0.54900  1.93102  0.72603
H  -3.20560  -0.68486  0.92980
H  -2.91496  2.16999  0.61720
H  -2.62895  1.66291  2.29622
H  -4.53615  1.85698  3.62086
H  -6.98000  1.68004  3.98410
H  -4.98899  0.66818  -0.47446
H  -9.64043  1.21302  0.10486
H  -9.43205  -0.50399  0.58957
H  2.30757  -2.06658  -2.23493
H  2.26640  -0.38470  -2.78725
H  3.28612  1.09889  0.46996
H  2.84779  1.47018  -1.19520

Properties
Energy relative to the best compared isomer or geometry (same formula, charge and spin)   0.0000 eV
Calculated total energy   -1930.8592 Ha
HOMO   -0.30822 Ha
Kohn-Sham gap   0.32818 hartree
SMILES string   O=C(O)C[C@@]12C[C@H]3C[C@@H](C1)C[C@](n1ncc(NCc4ccc5c(c4)OCO5)c(Cl)c1=O)(C3)C2



(2)
ORCA calculation (ωB97M-V/def2-TZVPD) on a molecular structure, C24H26F5N3S2Sn.

Geometry (Å):
Sn  -0.02999  0.30730  0.53386
C  3.12711  3.32350  -0.77944
C  1.77051  3.04690  -1.34844
C  1.59791  2.23740  -2.46304
C  0.33581  2.01650  -2.98914
C  -0.77389  2.60680  -2.40894
C  -0.61189  3.42470  -1.30304
C  0.64891  3.63910  -0.77894
H  3.10771  3.24680  0.30586
H  3.43371  4.33690  -1.03824
H  3.86921  2.63090  -1.16664
H  2.46131  1.79160  -2.93864
H  0.22131  1.38640  -3.85954
H  -1.75609  2.44950  -2.83274
H  -1.46449  3.90590  -0.84394
H  0.77241  4.29110  0.07306
F  -1.88269  -5.05080  -4.18354
C  -1.78169  -4.31150  -3.07184
C  -1.15699  -3.07260  -3.09614
F  -0.66429  -2.57870  -4.24114
C  -1.03209  -2.32960  -1.93144
F  -0.42019  -1.13710  -2.05164
C  -1.50409  -2.77250  -0.68874
S  -1.28959  -1.98460  0.84306
C  -2.17639  -4.00960  -0.71274
F  -2.71769  -4.48570  0.41846
C  -2.30599  -4.76730  -1.86334
F  -2.93859  -5.94750  -1.82084
C  3.16191  -0.30940  0.19336
N  2.09101  -1.17270  0.65106
C  2.05741  -2.40000  -0.11974
C  2.26121  -1.44760  2.07456
C  2.01301  -0.20590  2.88486
C  2.86461  0.15100  3.91406
C  2.60221  1.27270  4.67966
C  1.47881  2.03210  4.41266
C  0.65141  1.69500  3.35526
C  0.89621  0.57460  2.56496
H  4.14261  -0.79390  0.26556
H  3.17261  0.59010  0.80556
H  2.97751  -0.02510  -0.83844
H  2.99521  -2.96160  -0.03734
H  1.87731  -2.16960  -1.16744
H  1.24471  -3.02680  0.24326
H  3.26041  -1.85700  2.27406
H  1.52621  -2.20560  2.36016
H  3.73941  -0.45130  4.11886
H  3.27091  1.54630  5.48206
H  1.24481  2.89320  5.02306
H  -0.21649  2.30450  3.14126
C  -4.89899  -0.87360  -0.29524
N  -3.90319  -0.24810  0.53956
C  -3.49719  1.00870  0.43546
N  -4.08619  1.85150  -0.42124
S  -2.27889  1.60470  1.43936
H  -5.01799  -1.90140  0.03496
H  -4.59839  -0.87630  -1.34754
H  -5.85819  -0.36120  -0.19874
H  -3.32299  -0.84810  1.11846
H  -4.90239  1.60740  -0.95514
H  -3.78809  2.80940  -0.39324

Properties
Calculated total energy   -2604.4178 Ha
HOMO   -0.25738 Ha
Kohn-Sham gap   0.26511 hartree



(3)
ORCA calculation (ωB97M-V/def2-TZVPD) on a molecular structure, C24H26GaN4Si at a distorted geometry.

Geometry (Å):
C  1.05985  -3.09378  -1.84798
C  0.08314  -2.31562  -2.53278
C  0.75688  -1.39522  -3.37982
H  -0.99688  -2.39143  -2.41619
C  2.15807  -1.58656  -3.20478
C  2.34556  -2.62455  -2.24621
H  3.30028  -2.97487  -1.86116
H  0.85633  -3.90141  -1.14023
H  0.27177  -0.65249  -4.01319
H  2.94948  -1.02119  -3.68847
Ga  1.61662  0.24206  0.08844
C  -3.26392  3.09234  1.45521
H  -2.42393  3.58675  0.95734
H  -4.13327  3.07154  0.78607
H  -2.99039  2.06312  1.71306
Si  -0.94881  0.33950  0.13896
C  -1.68605  -0.90258  1.29475
C  -1.81355  -2.24246  0.88483
H  -1.39716  -2.55809  -0.07622
C  -2.49135  -3.15927  1.69531
H  -2.60131  -4.19352  1.36108
C  -3.02725  -2.74677  2.92172
H  -3.56753  -3.46014  3.54465
C  -2.85498  -1.42862  3.36047
H  -3.25286  -1.11338  4.33027
C  -2.16801  -0.50768  2.56030
H  -2.01919  0.52292  2.89818
C  -2.05984  0.49157  -1.35347
C  -3.36318  -0.04954  -1.46605
H  -3.80788  -0.59307  -0.62698
C  -4.10401  0.11229  -2.64792
H  -5.10922  -0.31368  -2.72447
C  -3.56784  0.81897  -3.72900
H  -4.13814  0.93666  -4.65089
C  -2.28631  1.36999  -3.62802
H  -1.85773  1.93210  -4.46185
C  -1.54363  1.21081  -2.45382
H  -0.54952  1.66380  -2.37864
H  -0.91484  1.62433  0.87510
H  -3.51685  3.63706  2.37710
N  5.61701  0.83223  0.79335
C  5.98279  0.21520  -0.39696
C  4.82398  -0.17605  -0.99596
N  3.74744  0.19484  -0.18362
C  4.25966  0.84803  0.86927
C  3.41679  1.38036  1.89325
N  2.09106  1.15906  1.83845
C  1.51349  1.76657  2.95241
C  2.49231  2.37164  3.67127
N  3.69326  2.12019  3.00224
H  6.23059  1.26582  1.47959
H  7.01488  0.09696  -0.68660
H  4.66777  -0.68901  -1.93298
H  0.44936  1.71080  3.11725
H  2.44378  2.96509  4.56918
H  4.61328  2.44836  3.29518

Properties
Energy relative to the best compared isomer or geometry (same formula, charge and spin)   0.0000 eV
Calculated total energy   -3363.1348 Ha
HOMO (spin up / spin down)   -0.31272 / -0.31380 Ha
Kohn-Sham gap (spin up / spin down)   0.14328 / 0.14473 hartree
Charge   +1



(4)
ORCA calculation (ωB97M-V/def2-TZVPD) on a molecular structure, C24H26GaO4Te.

Geometry (Å):
Ga  1.61575  0.81849  0.79305
O  0.22041  -0.46866  0.33695
C  -0.88106  0.09323  -0.48512
C  -0.70615  1.62862  -0.37510
O  -1.51036  2.34674  -0.89118
O  0.33841  2.05306  0.32374
C  -0.64720  -0.41852  -1.89300
C  -0.80539  -1.78561  -2.11989
C  -0.49129  -2.33511  -3.35111
C  -0.02393  -1.51901  -4.37437
C  0.11561  -0.15698  -4.16048
C  -0.19300  0.39506  -2.92274
C  -2.20705  -0.30992  0.12574
C  -3.32906  -0.39195  -0.69190
C  -4.56249  -0.70605  -0.14596
C  -4.68257  -0.94221  1.21646
C  -3.56762  -0.84743  2.03418
C  -2.33082  -0.52021  1.49613
H  0.13254  -1.41950  0.48402
H  -1.20389  -2.42282  -1.33655
H  -0.62464  -3.39555  -3.51814
H  0.21461  -1.94423  -5.34002
H  0.45535  0.48527  -4.96234
H  -0.10988  1.46371  -2.77668
H  -3.23874  -0.20366  -1.75361
H  -5.43115  -0.76784  -0.78733
H  -5.64567  -1.19398  1.63978
H  -3.65572  -1.01844  3.09840
H  -1.47814  -0.42072  2.15740
C  2.91833  2.63436  -2.66397
C  3.09981  2.33936  -1.19632
O  2.68050  0.96791  -0.86445
C  3.62814  -0.05799  -1.28610
C  3.00610  -1.42137  -1.13382
H  3.10701  3.69578  -2.82568
H  1.89508  2.42215  -2.97262
H  3.60850  2.07917  -3.29651
H  2.46026  2.98423  -0.59613
H  4.13410  2.44952  -0.86577
H  4.53300  0.05595  -0.68477
H  3.86532  0.14581  -2.32748
H  2.81172  -1.66191  -0.08543
H  3.70718  -2.16810  -1.50604
H  2.08371  -1.49733  -1.71107
Te  2.81359  0.45276  2.91692
C  0.88767  0.22360  3.79465
C  0.06820  1.33268  3.97665
C  -1.18138  1.17034  4.55978
C  -1.60008  -0.08621  4.97314
C  -0.77746  -1.18910  4.79199
C  0.46793  -1.04024  4.19507
H  0.39733  2.31761  3.67152
H  -1.82152  2.03136  4.69823
H  -2.56767  -0.20476  5.44298
H  -1.09998  -2.16920  5.11838
H  1.10777  -1.90218  4.05653

Properties
Energy relative to the best compared isomer or geometry (same formula, charge and spin)   0.0096 eV
Calculated total energy   -3423.7536 Ha
HOMO   -0.43240 Ha
Kohn-Sham gap   0.33260 hartree
Charge   +1



> What is the formula in the third record?

C24H26GaN4Si